Entry 1:
The following is a DFT calculation (ωB97M-V/def2-TZVPD) of an isolated molecule of C13H18N4O2S.

Results
- SMILES = COCCn1c(C)cc(C(=O)CSc2ncn[nH]2)c1C
- spin multiplicity = 1
- E_HOMO (Eh) = -0.309
- strongest force on any atom (eV/A) = 0.8
- energy relative to the best compared isomer or geometry (same formula, charge and spin) (kJ/mol) = 191.4
- electronic energy (Ha) = -1273.8544

Geometry as XYZ:
```
38
C13H18N4O2S (ωB97M-V/def2-TZVPD)
N 0.6604 -0.5453 1.4647
H 3.3550 -1.7540 -0.1762
H 3.6063 -0.6020 -2.4178
C -0.3973 -1.4239 1.4851
C 2.4253 -1.1651 -0.1230
C -1.5528 -0.6989 1.4241
C -3.3875 1.5519 0.5017
H 2.6752 -0.1574 1.7560
H -3.6738 0.5040 0.4839
C -2.0564 1.8326 1.1947
C 1.0897 1.9120 1.3697
O -1.7548 2.9688 1.4948
H -2.5443 -1.1053 1.4870
C -0.8293 0.4789 -3.4380
H 1.6344 2.0190 2.3085
H 1.8338 -0.4295 -2.5850
H -0.2648 0.4000 -4.3440
O 2.6079 0.0867 -0.7381
H 1.6319 -1.7232 -0.6426
C 2.7357 0.0029 -2.1371
H -1.6991 -0.3893 -0.6447
H -1.2003 -3.3725 1.6074
N -1.6873 1.4864 -3.2029
H 1.8082 1.8140 0.5580
S -3.3540 2.1965 -1.2187
N -0.7404 -0.3938 -2.4630
C -1.1905 0.6839 1.3806
C -2.1597 1.2160 -2.0015
H -4.1724 2.1484 0.9665
C 0.1994 0.7297 1.4188
C 2.0382 -0.9418 1.3447
H 2.1955 -1.8646 1.9066
H 0.3145 -3.1705 2.4884
H 2.8691 1.0211 -2.4955
N -1.6086 0.0684 -1.5446
C -0.2234 -2.8978 1.5800
H 0.3281 -3.2910 0.7263
H 0.4878 2.8046 1.2252
```

Entry 2:
The following is a DFT calculation (ωB97M-V/def2-TZVPD) of an isolated ion of composition C13H18NO and charge +1 at a distorted geometry.

Results
- spin multiplicity = 1
- E_HOMO (spin up / spin down) (Eh) = -0.439 / -0.448
- strongest force on any atom (eV/A) = 4.7
- energy relative to the best compared isomer or geometry (same formula, charge and spin) (kJ/mol) = 493.9
- net charge = +1
- electronic energy (Ha) = -635.6864

Geometry as XYZ:
```
33
C13H18NO (ωB97M-V/def2-TZVPD)
H -1.2613 1.6357 -1.6279
H -0.9152 2.1769 1.6483
C -1.2067 0.5223 -1.7872
H -3.8603 0.2607 -1.3760
C 2.1120 0.7201 -0.2574
H -2.1222 -0.7575 2.1132
C 4.1373 -0.3485 0.0569
H -0.8960 -2.0471 -1.1957
H 4.1706 -2.3261 0.7325
C 3.5254 -1.5360 0.3614
H -0.8242 0.0180 2.6415
C -3.1404 0.4054 -0.4385
H -3.0933 1.4451 -0.1085
C -0.9510 0.2692 0.5596
H -2.1232 -2.1903 0.1959
H -2.7508 -1.7644 -1.4838
H 1.7305 -2.5735 0.6664
O 1.4603 1.8800 -0.6257
H 3.9868 1.6955 -0.1353
C 1.4356 -0.4567 -0.0411
C -0.5474 1.6599 0.7291
H -1.5718 0.3361 -2.7729
N -1.7340 -0.0876 -0.5916
H -0.0927 0.4082 -1.7534
C -1.8713 -1.5973 -0.7908
C 0.4718 2.3368 0.1589
C -1.1311 -0.5980 1.8142
H -0.5739 -1.5283 1.8468
H 5.2247 -0.4344 0.3898
H -3.7302 -0.1768 0.3288
C 3.4838 0.8276 -0.1553
H 0.5790 3.3992 0.5261
C 2.0793 -1.5744 0.3717
```